The following is a quantum chemistry calculation of a cluster of 2 separate species, C4H12 in total in a non-equilibrium geometry, from the Open Molecules 2025 dataset.

Atoms and positions in Å:
C -2.14 -0.94 -0.38
C 1.11 1.38 0.80
C -1.09 -0.79 -1.51
C 2.15 0.32 1.09
H -1.54 -0.96 -2.48
H 0.11 1.22 1.23
H 2.93 0.43 0.33
H -0.34 -1.55 -1.33
H -2.98 -0.30 -0.67
H 0.85 1.47 -0.27
H 2.71 0.25 2.03
H 1.28 2.44 1.01
H -2.52 -1.95 -0.22
H 1.54 -0.60 1.04
H -0.70 0.21 -1.36
H -1.70 -0.58 0.55

Computed properties:
HOMO energy, eV: -11.44
E, eV: -4342.0047
Relative energy (zero: lowest compared OMol25 entry of this formula, charge and spin), kcal per mole: 12.07
SMILES: CC.CC
Total charge: 0

Results of the Löwdin charge analysis, in e, for atoms 1 through 4:
1 C -0.17
2 C -0.20
3 C -0.16
4 C -0.16

The following is a quantum chemistry calculation of a cluster of 2 separate species, C4H12 in total, from the Open Molecules 2025 dataset.

Atoms and positions in Å:
C -1.01 1.04 1.28
C 1.55 -1.69 -0.80
C 1.80 -0.22 -1.16
C -2.39 0.90 0.65
H 2.48 -2.25 -0.70
H -2.39 0.13 -0.12
H -3.10 0.57 1.40
H -2.72 1.83 0.18
H 1.25 0.42 -0.47
H -0.22 1.21 0.56
H 1.00 -2.19 -1.60
H 2.85 0.09 -1.05
H -0.75 0.17 1.88
H -0.99 1.87 1.99
H 1.06 -1.84 0.16
H 1.57 -0.05 -2.20

Computed properties:
HOMO energy, eV: -11.55
E, eV: -4342.3173
Relative energy (zero: lowest compared OMol25 entry of this formula, charge and spin), kcal per mole: 4.87
SMILES: CC.CC
Total charge: 0

Results of the Löwdin charge analysis, in e, for atoms 1 through 4:
1 C -0.17
2 C -0.16
3 C -0.15
4 C -0.16

The following is a quantum chemistry calculation of a cluster of 2 separate species, C4H12 in total in a non-equilibrium geometry, from the Open Molecules 2025 dataset.

Atoms and positions in Å:
C 1.03 1.27 1.04
C -1.70 -1.28 0.15
C 2.04 0.71 -0.04
C -1.49 -0.46 -1.16
H -1.28 -2.25 -0.09
H -2.24 0.32 -1.13
H -0.35 -0.20 -1.09
H -1.46 -1.11 -2.11
H 1.51 1.14 1.99
H 1.83 -0.27 -0.46
H -2.79 -1.46 0.29
H 0.69 2.24 0.84
H -1.21 -0.98 1.15
H 3.12 0.68 0.51
H 0.18 0.35 1.10
H 2.10 1.30 -0.98

Computed properties:
HOMO energy, eV: -10.88
E, eV: -4340.8577
Relative energy (zero: lowest compared OMol25 entry of this formula, charge and spin), kcal per mole: 38.53
SMILES: CC.CC
Total charge: 0

Results of the Löwdin charge analysis, in e, for atoms 1 through 4:
1 C -0.15
2 C -0.20
3 C -0.19
4 C -0.17

Copy entry 2 word for word.
The following is a quantum chemistry calculation of a cluster of 2 separate species, C4H12 in total, from the Open Molecules 2025 dataset.

Atoms and positions in Å:
C -1.01 1.04 1.28
C 1.55 -1.69 -0.80
C 1.80 -0.22 -1.16
C -2.39 0.90 0.65
H 2.48 -2.25 -0.70
H -2.39 0.13 -0.12
H -3.10 0.57 1.40
H -2.72 1.83 0.18
H 1.25 0.42 -0.47
H -0.22 1.21 0.56
H 1.00 -2.19 -1.60
H 2.85 0.09 -1.05
H -0.75 0.17 1.88
H -0.99 1.87 1.99
H 1.06 -1.84 0.16
H 1.57 -0.05 -2.20

Computed properties:
HOMO energy, eV: -11.55
E, eV: -4342.3173
Relative energy (zero: lowest compared OMol25 entry of this formula, charge and spin), kcal per mole: 4.87
SMILES: CC.CC
Total charge: 0

Results of the Löwdin charge analysis, in e, for atoms 1 through 4:
1 C -0.17
2 C -0.16
3 C -0.15
4 C -0.16